{
  "formula": "C2H4N4",
  "method": "ωB97M-V/def2-TZVPD",
  "species": ["N", "C", "N", "N", "N", "C", "H", "H", "H", "H"],
  "xyz": [[-0.740, 0.655, -1.532], [-0.158, 0.174, -0.351], [1.121, -0.178, -0.280], [1.275, -0.511, 0.992], [0.209, -0.422, 1.760], [-0.729, 0.025, 0.930], [-1.403, -0.002, -1.927], [-0.016, 0.833, -2.219], [2.169, -0.810, 1.346], [-1.729, 0.236, 1.281]],
  "e_tot_ev": -8098.5127,
  "max_force_ev_per_a": 0.30,
  "de_lowest_kj_mol": 77.3,
  "smiles": "Nc1cn[nH]n1",
  "gap_ha": 0.377
}

***

{
  "formula": "C18H30BrMnN2OPSi",
  "method": "ωB97M-V/def2-TZVPD",
  "species": ["Mn", "Si", "P", "N", "H", "C", "H", "H", "H", "C", "H", "H", "H", "C", "H", "H", "H", "C", "H", "H", "H", "H", "H", "C", "C", "C", "C", "C", "C", "H", "H", "H", "H", "H", "C", "O", "C", "H", "H", "H", "C", "H", "H", "H", "Br", "C", "C", "C", "C", "N", "C", "H", "H", "H", "H"],
  "xyz": [[0.016, -0.065, 0.151], [2.353, 0.168, -0.762], [-0.490, 0.448, -2.311], [-0.143, -1.693, -0.543], [-0.207, 2.739, 1.805], [-2.242, 0.758, -2.742], [-2.334, 0.912, -3.830], [-2.597, 1.651, -2.208], [-2.847, -0.109, -2.441], [0.307, 1.911, -3.070], [-0.093, 2.012, -4.092], [1.396, 1.784, -3.104], [0.059, 2.801, -2.475], [-0.080, -0.903, -3.479], [-0.263, -0.570, -4.513], [-0.717, -1.767, -3.246], [0.969, -1.196, -3.352], [3.050, 1.907, -0.469], [2.830, 2.266, 0.550], [2.643, 2.610, -1.212], [4.147, 1.830, -0.586], [3.268, -0.612, 0.111], [2.704, -0.205, -2.161], [-0.048, -3.003, -0.617], [-1.107, -5.213, -0.427], [-1.163, -3.838, -0.270], [1.162, -3.672, -1.017], [1.193, -5.051, -1.170], [0.062, -5.833, -0.895], [-1.980, -5.818, -0.185], [-2.053, -3.340, 0.108], [2.040, -3.055, -1.199], [2.108, -5.538, -1.510], [0.096, -6.917, -1.029], [-0.801, 2.895, 0.884], [-0.627, 1.735, 0.099], [-2.256, 3.095, 1.319], [-2.546, 4.152, 1.248], [-2.352, 2.800, 2.372], [-2.961, 2.499, 0.726], [-0.234, 4.126, 0.185], [-0.948, 4.525, -0.549], [0.712, 3.928, -0.335], [-0.048, 4.918, 0.928], [1.849, -3.500, 4.418], [1.724, -1.729, 3.747], [2.302, -0.646, 4.417], [2.204, 0.627, 3.847], [1.498, 0.791, 2.654], [0.943, -0.267, 2.018], [1.044, -1.523, 2.538], [2.839, -0.803, 5.350], [2.667, 1.494, 4.307], [1.421, 1.771, 2.173], [0.638, -2.357, 1.961]],
  "e_tot_ev": -142707.4577,
  "max_force_ev_per_a": 2.72,
  "de_lowest_kj_mol": 0.0,
  "gap_ha": [0.210, 0.220],
  "multiplicity": 4
}

***

{
  "formula": "C6H9N",
  "method": "ωB97M-V/def2-TZVPD",
  "species": ["C", "C", "C", "C", "C", "C", "N", "H", "H", "H", "H", "H", "H", "H", "H", "H"],
  "xyz": [[-1.985, 0.609, -0.058], [0.382, -1.564, 0.263], [1.095, -0.238, 0.187], [2.319, -0.019, 1.017], [0.447, 0.616, -0.624], [-0.890, 0.022, -0.966], [-0.670, -1.352, -0.509], [-1.610, 0.620, 0.971], [-2.879, -0.021, -0.085], [-2.264, 1.626, -0.339], [2.977, 0.760, 0.620], [2.865, -0.961, 1.114], [2.016, 0.277, 2.030], [0.761, 1.603, -0.953], [-1.178, 0.072, -2.025], [-1.387, -2.051, -0.643]],
  "e_tot_ev": -7855.8332,
  "max_force_ev_per_a": 0.57,
  "de_lowest_kj_mol": 224.5,
  "gap_ha": 0.328
}

***

{
  "formula": "C3H2CsLiMgO3",
  "method": "ωB97M-V/def2-TZVPD",
  "species": ["C", "C", "O", "H", "H", "Cs", "Li", "O", "C", "O", "Mg"],
  "xyz": [[1.486, -0.545, 2.397], [2.297, -1.629, 2.338], [0.205, -0.547, 1.980], [1.862, 0.388, 2.848], [1.916, -2.561, 1.888], [-2.698, 1.394, 0.318], [-2.010, -2.676, 3.793], [2.990, 0.244, -0.631], [3.640, 0.181, 0.288], [3.598, -1.684, 2.721], [4.834, -0.379, 2.250]],
  "e_tot_ev": -15467.1981,
  "max_force_ev_per_a": 4.51,
  "de_lowest_kj_mol": 0.0,
  "gap_ha": [0.215, 0.125],
  "charge": 2
}

***

{
  "formula": "CH8N2O2",
  "method": "ωB97M-V/def2-TZVPD",
  "species": ["N", "C", "N", "H", "H", "H", "H", "H", "H", "O", "H", "H", "O"],
  "xyz": [[-1.136, -0.401, 1.235], [-1.551, 0.157, 0.078], [-1.118, -0.241, -1.076], [-0.152, -0.638, 1.247], [-1.560, -0.070, 2.090], [-2.190, 1.034, 0.177], [-1.191, -1.265, -1.090], [1.775, -0.102, 0.178], [2.528, -0.596, 1.403], [1.653, -0.592, 1.011], [1.498, 1.426, -2.120], [0.491, 0.492, -1.459], [1.300, 1.020, -1.271]],
  "e_tot_ev": -8241.5420,
  "max_force_ev_per_a": 2.02,
  "de_lowest_kj_mol": 68.9,
  "smiles": "[H]/N=C\\N.O.O",
  "gap_ha": 0.363
}

***

{
  "formula": "C4H11N3S",
  "method": "ωB97M-V/def2-TZVPD",
  "species": ["C", "C", "C", "C", "H", "H", "H", "H", "H", "H", "H", "H", "H", "H", "H", "N", "N", "N", "S"],
  "xyz": [[-3.224, 1.702, 1.228], [-0.174, 0.733, -1.065], [2.047, -0.451, -1.115], [1.939, -1.480, 0.010], [-3.056, 0.857, 1.952], [-2.560, 2.564, 1.531], [-4.379, 1.917, 1.370], [-0.360, 0.230, -2.113], [1.051, 0.672, 0.775], [1.960, -0.736, -2.294], [3.194, 0.014, -0.894], [2.621, -0.912, 0.846], [2.512, -2.467, -0.043], [0.046, -1.132, 0.651], [0.185, -2.713, -0.087], [-0.934, 1.122, -0.125], [1.197, 0.767, -0.742], [0.676, -1.934, 0.533], [-2.742, 1.246, -0.419]],
  "e_tot_ev": -19626.7197,
  "max_force_ev_per_a": 5.22,
  "de_lowest_kj_mol": 525.0,
  "gap_ha": 0.309
}